(1)
Below is a 2-piece molecular cluster, C2H8S2 overall, with properties calculated with ωB97M-V/def2-TZVPD.

```
12
Properties=species:S:1:pos:R:3:forces:R:3:mulliken_charge:R:1
C -1.7532 0.4936 -0.4635 0.02 0.16 -0.15 -0.66
C 1.4949 0.3510 0.2062 0.10 0.08 0.21 -0.60
H -1.8351 1.1309 0.4199 0.01 -0.10 -0.11 0.30
H -0.7172 0.4637 -0.8075 -0.50 -0.02 -0.02 0.14
H -2.3681 0.9234 -1.2569 0.02 -0.08 0.11 0.33
H -1.5375 -1.5055 0.8200 -0.03 0.01 -0.04 0.10
H 0.5682 -0.0408 0.6299 0.29 0.03 -0.01 0.06
H 2.0171 0.9601 0.9473 -0.05 -0.10 -0.12 0.36
H 1.2428 0.9861 -0.6454 0.13 -0.08 0.11 0.22
H 2.7381 -1.6154 0.7321 -0.02 0.04 -0.04 0.11
S -2.4019 -1.1703 -0.1496 0.06 0.05 0.03 -0.17
S 2.5520 -0.9768 -0.4324 -0.03 0.01 0.04 -0.19
```
Forces are in eV/Å.

Results
HOMO: -0.3342 Ha
SMILES: CS.CS
gap between HOMO and LUMO: 9.9 eV
relative energy (zero: lowest compared OMol25 entry of this formula, charge and spin): 0.430 eV
E: -23873.71716 eV



(2)
Below is CaH14NO10 as an isolated structure in a non-equilibrium geometry, with properties calculated with ωB97M-V/def2-TZVPD.

```
26
Properties=species:S:1:pos:R:3:forces:R:3:mulliken_charge:R:1
Ca 10.7499 8.0579 14.5910 0.41 1.82 -0.67 1.87
N 9.6958 10.6955 12.2262 -0.43 2.07 -0.76 0.85
O 8.7137 10.9984 11.5447 0.90 -0.74 0.63 -0.58
O 9.6320 9.7690 13.0800 -0.31 -1.18 0.49 -0.54
O 10.7623 11.3600 12.1464 -0.11 -0.70 0.12 -0.70
O 10.6823 7.3398 12.2900 -0.43 -0.32 -0.43 -0.55
H 10.1577 7.9962 11.7965 0.17 0.04 0.34 0.27
H 10.8768 6.6398 11.6550 0.13 0.11 0.10 0.25
O 10.3704 7.6753 17.0995 -0.16 -0.25 0.14 -0.48
H 10.7468 8.2632 17.7631 0.02 -0.14 0.01 0.24
H 9.6193 7.2585 17.5423 0.02 0.14 -0.12 0.27
O 12.9143 7.4381 15.5394 0.33 0.05 0.20 -0.53
H 13.5722 8.0797 15.8379 -0.06 -0.07 -0.14 0.26
H 13.3454 6.5782 15.6309 -0.16 0.07 -0.06 0.26
O 12.3413 9.5496 13.4490 0.37 0.05 0.13 -0.49
H 13.1999 9.8730 13.7423 -0.07 -0.05 -0.13 0.25
H 11.9064 10.3243 13.0015 -0.23 -0.16 -0.02 0.34
O 10.6869 5.7032 14.7091 -0.53 -0.59 0.17 -0.60
H 10.3397 5.1448 13.9979 0.21 0.10 0.04 0.30
H 10.3680 5.2916 15.5265 0.24 0.02 -0.10 0.30
O 8.4014 7.8314 14.8362 -0.34 -0.77 0.15 -0.56
H 8.2194 6.9414 14.5020 -0.19 0.21 -0.01 0.29
H 7.5309 8.2363 14.9450 0.24 0.24 -0.16 0.25
O 11.0065 10.2384 15.8884 -0.14 -0.07 0.42 -0.50
H 10.3645 10.9636 15.9007 0.12 -0.11 -0.27 0.28
H 11.3718 10.2220 16.7805 0.01 0.23 -0.09 0.24
```
Forces are in eV/Å.

Results
HOMO: -0.4271 Ha
gap between HOMO and LUMO: 7.9 eV
total charge: +1
relative energy (zero: lowest compared OMol25 entry of this formula, charge and spin): 0.030 eV
E: -40626.72915 eV



(3)
Below is C41H54N10O6PbS2Si2Te as an isolated structure, with properties calculated with ωB97M-V/def2-TZVPD.

```
117
Properties=species:S:1:pos:R:3:forces:R:3:mulliken_charge:R:1
Pb 1.1333 0.1514 0.9548 -0.12 -0.10 -0.16 1.48
C -2.7095 1.3592 4.1711 0.05 -0.06 0.01 -1.92
C -1.4049 1.3104 3.4315 0.09 -0.36 -0.10 0.53
N -0.8615 0.2104 3.0534 -0.25 0.12 0.09 0.29
N -1.5426 -0.9529 3.2331 -0.15 0.24 0.10 -0.21
C -0.9019 -2.1655 3.1485 -0.13 -0.11 -0.08 -0.02
N -1.7631 -3.2198 3.2050 0.07 0.15 0.16 -0.46
S 0.7300 -2.3485 3.0445 -0.04 -0.05 0.16 -0.12
C -0.6558 2.5544 3.0949 -0.10 0.04 0.09 0.56
C -1.0761 3.8071 3.5281 0.08 -0.01 -0.06 -0.80
C -0.3158 4.9241 3.2058 0.02 -0.06 -0.03 -0.66
C 0.8315 4.7603 2.4564 -0.03 -0.06 0.02 -1.10
C 1.1653 3.4761 2.0408 0.05 0.15 -0.03 -0.37
N 0.4436 2.4092 2.3484 0.08 -0.01 0.05 0.30
H -2.7271 0.5847 4.9401 -0.01 -0.02 0.01 0.45
H -2.8776 2.3078 4.6660 0.00 0.03 -0.01 0.46
H -3.5488 1.1861 3.4961 -0.12 -0.02 -0.08 0.30
H -2.5356 -0.9309 3.4381 0.15 -0.01 0.01 0.33
H -2.7175 -3.1039 2.8985 0.07 0.00 -0.02 0.22
H -1.3456 -4.1160 3.0126 0.00 0.01 -0.01 0.31
H -1.9743 3.9296 4.1100 -0.04 0.01 0.04 0.23
H -0.6264 5.9045 3.5401 0.00 0.02 0.01 0.44
H 1.4556 5.5970 2.1806 0.02 0.04 -0.01 0.48
H 2.0392 3.2862 1.4297 0.05 0.02 -0.03 0.62
N 4.6207 -6.3555 2.6209 0.11 -0.09 0.04 -0.54
C 3.8909 -5.4869 1.8312 -0.07 0.06 -0.02 1.01
C 3.1361 -5.9684 0.7574 -0.02 0.01 0.01 -0.95
C 2.4366 -5.1002 -0.0556 0.10 0.00 -0.09 -0.34
C 2.4814 -3.7332 0.1855 0.07 0.05 -0.01 -0.48
C 3.2468 -3.2411 1.2369 -0.02 -0.07 -0.04 -0.62
C 3.9413 -4.1108 2.0566 -0.04 0.03 -0.07 -0.86
S 1.6591 -2.5971 -0.8894 0.01 -0.08 0.13 1.44
O 1.6380 -3.1580 -2.2136 0.03 0.08 0.04 -0.80
O 2.3859 -1.3337 -0.7029 0.01 -0.09 0.00 -0.60
N 0.1836 -2.2288 -0.3520 0.12 0.19 -0.09 0.71
C -0.7501 -3.1879 -0.2463 -0.16 0.04 0.23 -0.52
N -0.4173 -4.4866 -0.3767 -0.08 -0.11 -0.12 -0.26
C -1.3743 -5.3816 -0.2529 -0.05 -0.08 0.01 -0.41
C -2.6993 -5.0488 -0.0051 0.07 0.03 0.01 -1.35
C -2.9480 -3.6941 0.1205 -0.06 -0.11 -0.15 -0.04
N -2.0128 -2.7605 0.0302 0.01 0.03 -0.14 0.45
H 4.3308 -7.3187 2.6266 0.00 0.04 0.02 0.21
H 4.9191 -6.0088 3.5169 -0.03 -0.02 -0.01 0.22
H 3.1157 -7.0320 0.5559 -0.01 -0.05 -0.01 0.31
H 1.8671 -5.4685 -0.8942 -0.01 -0.02 -0.02 0.54
H 3.3094 -2.1777 1.4188 0.04 0.04 0.00 0.84
H 4.5381 -3.7200 2.8704 0.02 0.02 0.04 0.38
H -1.0724 -6.4193 -0.3593 0.01 -0.04 0.00 0.44
H -3.4791 -5.7889 0.0713 -0.05 -0.04 0.00 0.49
H -3.9609 -3.3419 0.2986 0.12 -0.15 -0.07 0.14
O 3.1751 1.5271 0.6378 -0.23 0.15 -0.24 -1.04
C 3.8432 0.8542 1.4698 0.30 0.01 0.05 0.77
O 3.3440 0.0008 2.2324 -0.02 -0.15 0.14 -0.87
C 5.3304 1.0865 1.5351 0.02 0.00 -0.01 0.21
C 5.9478 1.9739 0.6617 0.00 -0.02 0.05 -0.45
C 7.3204 2.1750 0.7166 0.00 -0.02 0.01 -0.75
C 8.0878 1.4905 1.6451 -0.04 0.02 -0.01 -0.47
C 7.4495 0.6059 2.4981 -0.03 0.01 -0.05 -0.14
C 6.0871 0.3847 2.4637 0.00 0.05 -0.08 -0.18
N 8.2602 -0.1324 3.4790 -0.04 0.08 0.04 1.05
O 9.4212 0.2002 3.6109 0.08 -0.06 0.02 -0.63
O 7.7180 -1.0197 4.1039 0.03 -0.07 0.06 -0.61
H 5.3343 2.4935 -0.0601 -0.02 0.02 -0.03 0.48
H 7.7968 2.8621 0.0314 0.01 0.02 -0.02 0.40
H 9.1569 1.6258 1.7158 -0.02 -0.01 0.00 0.49
H 5.6126 -0.3141 3.1350 0.00 -0.01 0.01 0.70
C -5.4319 -0.4292 -1.5756 0.08 0.02 0.17 -0.88
Si -4.6505 0.0329 0.0614 -0.11 -0.05 -0.05 0.16
C -5.4561 1.6166 0.6771 0.02 -0.15 -0.08 -1.21
C -4.9696 -1.3429 1.3193 0.02 0.23 0.11 -0.11
C -2.8005 0.3694 -0.0171 0.10 0.26 0.04 1.06
Te -1.5598 0.0962 -1.7034 -0.21 -0.02 -0.01 -0.69
C -2.5780 1.5247 -2.9219 0.01 0.01 0.06 -0.13
Si -2.9368 0.9793 -4.6858 -0.03 -0.01 -0.12 0.04
C -4.4119 -0.1797 -4.7114 0.12 0.02 -0.11 -1.04
C -3.3003 2.5107 -5.6985 -0.01 -0.10 0.06 -1.18
C -1.4553 0.0862 -5.3980 -0.04 -0.01 0.08 -0.94
H -6.5033 -0.5697 -1.4195 -0.05 -0.03 -0.02 0.51
H -5.0314 -1.3574 -1.9880 0.01 -0.01 0.05 0.33
H -5.3076 0.3488 -2.3287 -0.02 -0.02 0.15 -0.08
H -6.5034 1.4497 0.9329 -0.05 0.00 0.01 0.37
H -5.4199 2.3978 -0.0819 0.02 0.06 -0.09 0.33
H -4.9524 2.0066 1.5608 0.05 0.01 0.12 0.26
H -5.7034 -2.0636 0.9598 -0.07 -0.02 -0.03 0.51
H -5.3600 -0.9286 2.2503 -0.03 0.05 0.07 0.47
H -4.0534 -1.8873 1.5438 0.03 0.13 0.03 -0.85
H -2.3043 -0.2229 0.7489 0.10 -0.12 0.08 -0.78
H -2.5935 1.4253 0.1805 -0.05 0.02 0.08 0.38
H -1.9076 2.3909 -2.9325 0.01 -0.02 0.00 -0.04
H -3.4829 1.8072 -2.3804 -0.01 0.04 -0.02 0.64
H -5.3282 0.2948 -4.3584 0.02 0.00 -0.10 0.35
H -4.2368 -1.0680 -4.1016 0.01 0.00 -0.03 0.25
H -4.5827 -0.5174 -5.7343 -0.02 -0.01 -0.08 0.44
H -4.1504 3.0649 -5.3010 -0.07 0.03 0.03 0.33
H -3.5306 2.2415 -6.7289 -0.02 -0.01 -0.09 0.35
H -2.4414 3.1811 -5.7113 0.08 0.04 0.01 0.34
H -1.1289 -0.7515 -4.7776 -0.01 -0.03 0.01 0.28
H -0.6021 0.7522 -5.5256 0.06 0.08 0.02 0.28
H -1.7115 -0.3219 -6.3769 0.01 0.00 -0.06 0.44
C -0.9901 4.0137 -0.5604 0.04 0.02 0.05 -1.11
C -0.0191 3.6078 -1.6386 -0.04 0.10 -0.02 1.51
C 0.5069 4.5904 -2.4700 0.06 -0.01 -0.02 -0.86
C 1.3437 4.2603 -3.5227 -0.03 0.00 0.07 -1.07
C 1.6677 2.9294 -3.7306 0.02 0.02 -0.06 -1.08
C 1.1821 1.9247 -2.9036 0.17 -0.02 -0.11 1.22
C 1.6361 0.5130 -3.1156 -0.04 -0.08 -0.15 -0.98
C 0.3210 2.2563 -1.8472 -0.20 0.33 0.14 -0.89
N -0.2129 1.3026 -0.9620 0.18 -0.47 0.18 1.03
H -0.7061 4.9736 -0.1224 -0.03 -0.03 -0.05 0.58
H -1.0409 3.2667 0.2296 0.00 0.01 -0.02 -0.42
H -1.9954 4.1319 -0.9752 -0.07 -0.03 0.01 0.26
H 0.2413 5.6260 -2.2908 0.00 0.03 -0.01 0.48
H 1.7468 5.0288 -4.1679 0.00 0.03 -0.03 0.42
H 2.3321 2.6565 -4.5419 0.01 0.00 -0.03 0.47
H 2.1298 0.4132 -4.0822 0.02 -0.01 0.00 0.50
H 0.8254 -0.2224 -3.0916 0.05 0.03 -0.02 -0.03
H 2.3320 0.2047 -2.3374 0.00 0.00 0.00 0.06
```
Forces are in eV/Å.

Results
HOMO: -0.2706 Ha
gap between HOMO and LUMO: 6.9 eV
relative energy (zero: lowest compared OMol25 entry of this formula, charge and spin): 0.635 eV
E: -120546.38896 eV